[1]
# C18H82BrF2N2O38PS

34 unconnected molecules or ions with the total composition C18H82BrF2N2O38PS in a non-equilibrium geometry (ωB97M-V with the def2-TZVPD basis set, the Open Molecules 2025 dataset).

```
! wB97M-V def2-TZVPD RIJCOSX def2/J DEFGRID3
* xyz 0 1
C 4.987 -3.055 0.093
P 5.993 -1.552 -0.519
C 6.097 -1.511 -2.425
C 5.403 0.099 0.236
C 6.492 1.340 0.486
C 6.073 2.802 1.145
C 4.502 3.089 1.633
O 4.088 4.385 2.219
C 3.416 1.879 1.429
C 3.837 0.421 0.727
N 2.817 -0.675 0.514
Br 2.472 -1.588 2.144
C 1.539 -0.183 -0.127
C 0.953 -0.986 -1.434
C -0.445 -0.405 -2.093
O -0.947 -1.116 -3.316
C -1.297 0.883 -1.492
N -2.592 1.419 -2.078
C -3.663 0.327 -2.145
O -3.577 -0.834 -1.444
F -4.909 0.487 -2.984
C -2.386 2.088 -3.419
O -2.427 1.377 -4.577
F -2.124 3.548 -3.544
C -0.708 1.689 -0.169
C -1.495 2.995 0.518
C -2.333 2.336 1.807
O -1.596 2.494 3.086
C 0.713 1.145 0.465
S 1.579 1.980 1.951
H 3.826 -3.011 -0.180
H 5.394 -4.016 -0.466
H 5.114 -3.196 1.253
H 6.410 -0.473 -2.885
H 5.120 -1.928 -2.970
H 6.960 -2.270 -2.742
H 7.632 1.168 0.184
H 6.872 3.654 1.305
H 3.825 4.937 1.402
H 1.484 -1.935 -1.905
H -0.377 -0.695 -4.053
H -2.300 3.422 -0.226
H -0.749 3.813 0.917
H -2.493 1.172 1.600
H -3.391 2.816 1.953
H -2.092 1.964 3.797
O 3.913 -4.271 2.952
H 3.195 -3.635 2.807
H 3.664 -4.721 3.773
O 0.913 -4.093 0.343
H 0.195 -3.458 0.199
H 0.664 -4.544 1.165
O 0.202 -0.676 -5.843
H 0.572 -1.319 -6.467
H 0.098 0.129 -6.372
O -1.566 -3.577 1.185
H -1.562 -3.126 2.042
H -2.301 -3.165 0.706
O -6.881 -1.567 -2.204
H -6.162 -0.957 -2.427
H -7.684 -1.044 -2.344
O -0.355 -3.884 -2.978
H -0.808 -3.028 -3.013
H 0.010 -3.919 -2.081
O -8.177 1.123 -2.464
H -7.386 1.212 -3.018
H -8.091 1.839 -1.817
O -3.848 3.391 4.705
H -3.130 4.002 4.482
H -4.652 3.915 4.565
O -1.155 2.268 -7.530
H -1.872 2.903 -7.674
H -1.403 1.817 -6.709
O 1.852 -7.072 -0.301
H 1.400 -6.216 -0.337
H 2.218 -7.107 0.596
O 7.167 2.782 4.324
H 7.171 3.234 5.181
H 6.432 3.195 3.846
O 6.633 2.111 7.239
H 6.842 1.839 8.146
H 6.395 1.284 6.796
O -4.717 4.307 -4.518
H -3.900 4.142 -4.024
H -4.813 3.524 -5.080
O 5.733 -2.814 4.337
H 5.942 -3.086 5.243
H 5.495 -3.642 3.893
O 7.859 -0.586 -4.246
H 7.952 -0.893 -5.161
H 8.559 0.078 -4.151
O -5.067 1.743 2.441
H -4.858 1.470 3.347
H -5.305 0.915 1.997
O 0.933 -7.018 2.428
H 1.142 -7.290 3.334
H 0.695 -7.846 1.984
O 2.949 -8.130 3.969
H 3.508 -7.681 3.317
H 3.513 -8.840 4.312
O 2.588 6.228 4.409
H 2.485 5.769 5.256
H 3.097 5.608 3.867
O -2.710 0.552 -9.423
H -2.451 1.313 -8.883
H -1.970 -0.067 -9.326
O -1.873 -0.192 -12.166
H -2.309 0.302 -11.456
H -1.148 -0.655 -11.718
O -10.748 -0.485 -1.107
H -10.030 0.125 -1.330
H -11.552 0.038 -1.247
O 3.570 7.569 1.760
H 2.853 8.205 1.616
H 3.322 7.118 2.582
O -4.567 1.225 6.435
H -3.919 1.235 7.156
H -4.270 1.932 5.843
O 9.792 -2.264 -2.651
H 9.796 -1.812 -1.793
H 9.057 -1.852 -3.129
O -9.324 -3.229 -1.486
H -8.605 -2.619 -1.709
H -10.127 -2.706 -1.626
O -2.144 -7.145 3.672
H -1.354 -7.057 3.119
H -2.058 -6.429 4.320
O -12.148 1.706 0.166
H -12.584 2.200 0.876
H -11.424 1.244 0.614
O -5.848 5.098 -1.403
H -5.756 4.791 -2.317
H -5.149 5.761 -1.307
O 9.444 0.589 3.940
H 10.163 1.199 3.717
H 8.640 1.112 3.800
O -7.473 -1.972 1.084
H -7.103 -2.616 0.461
H -7.577 -1.167 0.555
O -2.862 -4.857 5.456
H -3.580 -4.221 5.311
H -3.111 -5.308 6.277
O 3.360 10.322 1.166
H 3.747 11.163 1.453
H 4.040 9.934 0.595
*
```

Highest occupied orbital energy: -7.71 eV
Calculated total energy: -7216.11160 a.u.

***

[2]
# C18H8BClF4N4O11Sn

A molecular structure, C18H8BClF4N4O11Sn in a non-equilibrium geometry (ωB97M-V with the def2-TZVPD basis set, the Open Molecules 2025 dataset).

```
! wB97M-V def2-TZVPD RIJCOSX def2/J DEFGRID3
* xyz -2 1
Sn -0.075 -0.879 -2.235
O -1.107 5.297 -2.965
C -1.383 4.923 -1.744
O -1.657 5.739 -0.887
C -1.389 3.449 -1.418
C -1.818 2.969 -0.197
Cl -2.274 3.864 1.173
N -1.769 1.622 -0.207
N -1.296 1.186 -1.387
C -1.070 2.246 -2.143
C -0.545 1.984 -3.552
O -0.488 2.923 -4.362
O -0.242 0.798 -3.824
C -2.205 0.691 0.783
C -1.531 -0.507 0.919
C -1.975 -1.464 1.813
C -3.091 -1.215 2.595
C -3.756 -0.005 2.475
C -3.327 0.948 1.564
H -0.865 4.496 -3.575
H -0.651 -0.689 0.333
H -1.446 -2.405 1.886
H -3.442 -1.965 3.293
H -4.627 0.198 3.084
H -3.871 1.872 1.457
O 1.627 1.659 0.319
C 1.917 0.653 -0.314
O 1.602 0.419 -1.545
C 2.705 -0.450 0.383
C 3.881 -0.150 0.996
C 4.606 -1.142 1.684
C 4.069 -2.400 1.839
C 2.862 -2.726 1.252
C 2.150 -1.795 0.397
O 1.129 -2.103 -0.265
N 2.350 -4.051 1.532
O 3.058 -4.812 2.195
O 1.249 -4.368 1.133
N 5.891 -0.848 2.243
O 6.376 0.258 2.037
O 6.465 -1.709 2.901
H 4.269 0.858 0.959
H 4.583 -3.135 2.437
F -2.067 -2.693 -3.470
B -3.006 -2.055 -2.623
F -3.118 -0.708 -3.010
F -4.231 -2.707 -2.659
F -2.465 -2.072 -1.300
*
```

Highest occupied orbital energy: -3.65 eV
Calculated total energy: -2836.54093 a.u.
ΔE to the lowest compared entry with this formula, charge and spin: 9.1 kcal per mole

***

[3]
# C18H8Cl30N2

A molecular structure, C18H8Cl30N2 in a non-equilibrium geometry (ωB97M-V with the def2-TZVPD basis set, the Open Molecules 2025 dataset).

```
! wB97M-V def2-TZVPD RIJCOSX def2/J DEFGRID3
* xyz 0 1
C -0.883 -5.780 4.413
C -1.049 -4.282 3.891
Cl -0.318 -3.905 2.240
C -1.709 -3.233 4.596
Cl -2.479 -3.507 6.221
C -1.695 -1.794 3.873
C -2.801 -1.403 2.852
N -2.890 -0.171 2.102
C -1.761 0.646 2.467
C -1.636 2.042 1.719
C -0.479 3.033 1.985
C 0.626 2.697 3.060
C 0.512 1.337 3.782
C -0.661 0.314 3.503
N -0.623 -0.926 4.224
H 0.228 -6.004 4.644
H -1.217 -6.489 3.583
H -1.481 -5.916 5.374
H -3.634 -2.180 2.671
H -2.401 2.343 0.917
H -0.373 4.036 1.446
H 1.501 3.378 3.335
H 1.309 1.030 4.554
C 2.873 2.908 -0.295
Cl 2.800 1.423 0.676
Cl 3.228 4.293 0.763
Cl 4.153 2.754 -1.517
Cl 1.313 3.164 -1.106
C -4.325 -3.068 -0.921
Cl -3.753 -1.966 0.351
Cl -4.983 -2.121 -2.274
Cl -2.970 -4.065 -1.496
Cl -5.597 -4.123 -0.263
C -3.304 3.873 -1.731
Cl -3.942 3.764 -3.385
Cl -3.901 5.359 -0.962
Cl -3.852 2.465 -0.792
Cl -1.527 3.905 -1.793
C 2.657 2.054 -5.676
Cl 1.919 3.510 -6.380
Cl 3.309 2.441 -4.068
Cl 1.427 0.781 -5.524
Cl 3.971 1.486 -6.732
C 0.951 6.921 -3.153
Cl 2.025 6.214 -1.931
Cl -0.121 5.665 -3.819
Cl -0.033 8.198 -2.405
Cl 1.928 7.618 -4.464
C -0.694 -7.140 -0.627
Cl 0.864 -6.808 0.160
Cl -1.997 -7.056 0.578
Cl -0.985 -5.932 -1.898
Cl -0.659 -8.762 -1.350
C 6.607 -0.586 -3.093
Cl 7.252 0.476 -1.821
Cl 5.904 0.404 -4.390
Cl 7.920 -1.585 -3.753
Cl 5.351 -1.638 -2.405
*
```

Highest occupied orbital energy: -8.70 eV
Calculated total energy: -14605.62688 a.u.
ΔE to the lowest compared entry with this formula, charge and spin: 104.7 kcal per mole

***

Quick rundown of lowest unoccupied orbital energy, same order as above: -2.4; 4.1; -1.1 eV